No. 1
Density functional theory data (the ωB97M-V functional and the def2-TZVPD basis) for a molecular structure, C19H47B2CrF8N2O13 at a distorted geometry.

The total energy comes out at -3733.1328 hartree. Its orbital gap (spin up / spin down) is 0.2105 / 0.2162 Eh.

Structure (ORCA input):
```
! wB97M-V def2-TZVPD RIJCOSX def2/J DEFGRID3
* xyz 1 5
Cr 1.59249 -1.30041 0.55846
N -2.37261 -2.35019 1.47292
H -1.81222 -2.16555 0.64260
H -2.66656 -1.46105 1.91929
H -1.83360 -2.97154 2.07607
H -3.14254 -2.95037 1.17359
N -3.97468 1.28208 -0.18870
H -3.63084 1.77709 0.64377
H -3.14461 0.83140 -0.60082
H -4.53641 1.85993 -0.80547
H -4.52964 0.47800 0.11310
C -1.61543 -0.05008 3.82217
C -2.76689 0.83226 3.36805
C -2.30370 2.08994 2.63977
O -3.73018 0.15919 2.59737
H -0.72193 0.46730 4.18080
H -1.26490 -0.81722 3.12654
H -1.94355 -0.61197 4.70243
H -3.20034 1.32398 4.25323
H -1.92217 1.97022 1.61518
H -1.54191 2.61977 3.22577
H -3.06642 2.86354 2.49645
B 2.90239 -0.59781 2.75632
F 2.73728 -0.98292 4.07875
F 1.69282 -0.09078 2.29313
F 3.93579 0.29447 2.65393
F 3.12389 -1.79722 1.99518
B -0.36372 -0.04438 -0.78401
F -0.43017 -0.14161 0.56832
F 0.55703 -0.91633 -1.32485
F -1.70381 -0.17702 -1.24365
F 0.14184 1.23218 -1.11231
C 6.83647 -2.00002 -0.51551
C 5.35121 -2.02785 -0.33372
O 4.83830 -2.44314 -1.61817
C 3.54226 -2.67083 -1.68012
O 2.78869 -2.42665 -0.74764
O 3.23429 -3.15258 -2.84602
C 1.97620 -3.77956 -3.03457
H 7.19570 -1.44939 -1.38220
H 7.24995 -3.00526 -0.62816
H 7.30718 -1.65776 0.40810
H 4.87856 -1.07673 -0.06917
H 5.04839 -2.63608 0.52219
H 2.00414 -4.77286 -3.47825
H 1.29358 -3.19317 -3.64927
H 1.40315 -3.93863 -2.11837
C -1.12317 6.97898 2.22030
C -1.97835 5.93917 1.54283
O -1.47567 5.63809 0.26460
C -1.88729 4.62045 -0.43813
O -2.81641 3.88428 -0.18660
O -1.07847 4.53713 -1.49557
C -1.29263 3.52355 -2.47941
H -1.36351 7.11340 3.27483
H -1.19230 7.97145 1.77181
H -0.05781 6.73704 2.20290
H -3.00643 6.30862 1.58087
H -1.98812 5.02505 2.14416
H -1.88320 2.72976 -2.02607
H -0.35673 3.19303 -2.91381
H -1.91461 3.87074 -3.30807
C 2.06026 4.33053 1.58458
C 2.39051 2.86387 1.38888
O 3.11399 2.78190 0.13050
C 3.16608 1.67223 -0.54972
O 2.83631 0.57123 -0.13169
O 3.48352 1.94060 -1.79394
C 3.33396 0.96168 -2.77904
H 2.72176 5.03749 1.09123
H 1.87546 4.57120 2.63258
H 1.06605 4.54072 1.17699
H 1.46821 2.31097 1.20048
H 2.89154 2.37054 2.21792
H 2.32189 0.88879 -3.18666
H 3.57343 -0.04726 -2.43697
H 3.95252 1.13109 -3.65852
C -4.23509 -6.64997 -1.59564
C -2.77726 -6.54898 -1.11997
O -1.99137 -5.80784 -2.06844
C -2.05641 -4.46051 -1.98459
O -2.46208 -3.86523 -1.01954
O -1.51476 -3.99968 -3.09654
C -1.62799 -2.58024 -3.35761
H -4.61530 -5.65130 -1.37807
H -4.66073 -7.44772 -0.98978
H -4.30503 -6.86722 -2.65699
H -2.32964 -7.54273 -1.07609
H -2.61661 -6.14823 -0.11861
H -2.67222 -2.31443 -3.19618
H -1.42196 -2.51270 -4.42160
H -0.96712 -2.02387 -2.70411
*
```

No. 2
Density functional theory data (the ωB97M-V functional and the def2-TZVPD basis) for 3 unconnected molecules or ions with the total composition C19H47N6 at a distorted geometry.

The total energy comes out at -1080.2307 hartree. Its orbital gap is 0.2215 Eh.

Structure (ORCA input):
```
! wB97M-V def2-TZVPD RIJCOSX def2/J DEFGRID3
* xyz 1 1
N 6.99479 -0.81615 -0.71767
C 6.04094 -1.45300 -1.70933
C 5.11900 -0.22315 -2.36867
C 3.91497 0.04682 -1.26333
C 2.76717 1.11894 -1.79600
N 1.54680 0.88406 -0.89236
C 0.43780 0.15789 -1.25493
N 0.28111 -1.00444 -2.23333
C -0.93082 -1.82265 -1.74433
C -1.90410 -0.56951 -1.29519
N -0.93007 0.41522 -0.62031
H 7.73616 -1.54774 -0.51367
H 6.49737 -0.70660 0.21339
H 5.26133 -2.08781 -1.06544
H 6.55566 -2.12022 -2.52474
H 5.73928 0.76296 -2.52358
H 4.69872 -0.53599 -3.43820
H 4.34711 0.33250 -0.18922
H 3.33505 -0.98546 -1.11069
H 3.16830 2.22417 -1.60586
H 2.52486 1.02142 -2.93889
H 1.62819 1.29423 0.08476
H 1.04916 -1.68923 -1.97134
H -0.70119 -2.35664 -0.71056
H -1.41316 -2.58517 -2.52383
H -2.68900 -1.03477 -0.54104
H -2.48505 0.02873 -2.14038
H -0.87434 -0.03636 0.33746
C 1.03194 7.21353 3.92343
C 0.96254 6.88884 2.43326
N 2.02571 5.99435 1.96555
C 2.11730 5.91862 0.50337
C 0.93450 5.31994 -0.24766
C 2.15094 4.71299 2.66290
C 0.93451 3.79403 2.67954
H 2.01051 7.62305 4.19297
H 0.27339 7.96125 4.17839
H 0.84101 6.33071 4.54106
H 1.04753 7.84533 1.89954
H -0.03155 6.49025 2.20506
H 3.02730 5.37063 0.22527
H 2.28073 6.93539 0.12302
H 0.90047 4.23345 -0.14615
H 1.03183 5.53489 -1.31742
H -0.02239 5.73413 0.08074
H 2.43580 4.91594 3.70286
H 3.00674 4.15675 2.25673
H 0.00512 4.32738 2.89589
H 1.05927 3.03256 3.45723
H 0.81876 3.26192 1.73306
C -5.45215 -4.31282 -2.39264
C -4.58665 -5.26645 -1.57268
N -3.77265 -4.60502 -0.54841
C -2.74853 -5.48050 0.03193
C -3.22282 -6.69000 0.82796
C -4.49233 -3.76831 0.41379
C -5.58946 -4.42646 1.24301
H -4.84649 -3.52344 -2.84871
H -5.95116 -4.86109 -3.19879
H -6.23210 -3.84617 -1.78338
H -3.91692 -5.77106 -2.28245
H -5.22791 -6.04239 -1.14154
H -2.07624 -4.88337 0.66216
H -2.11136 -5.84165 -0.78586
H -3.60173 -6.40267 1.81070
H -2.38106 -7.36971 0.99973
H -3.99671 -7.25774 0.30470
H -4.93875 -2.92709 -0.13110
H -3.77389 -3.29233 1.09500
H -6.23765 -5.07475 0.64751
H -6.22590 -3.65480 1.68987
H -5.17557 -5.01023 2.06781
*
```

No. 3
Density functional theory data (the ωB97M-V functional and the def2-TZVPD basis) for 5 unconnected molecules or ions with the total composition C19H47N7O6P at a distorted geometry.

The total energy comes out at -1927.8985 hartree. Its orbital gap is 0.3222 Eh.

Structure (ORCA input):
```
! wB97M-V def2-TZVPD RIJCOSX def2/J DEFGRID3
* xyz 1 1
C -0.66171 1.90795 1.22009
P 0.46855 0.62722 0.70976
C 1.21066 -0.13236 2.18078
C 2.75197 -0.07395 2.33805
C 3.47463 -1.39992 2.03881
C 4.22530 -1.42218 0.68861
N 3.94566 -2.64073 -0.08654
C 2.87241 -2.52289 -0.96378
N 1.75884 -1.95774 -0.68806
N 3.11872 -3.12151 -2.23818
C 1.66104 1.38624 -0.42081
O 2.04009 2.59499 0.19312
O 3.03112 3.24317 -0.59817
H -1.44923 1.42233 1.78969
H -0.11189 2.62163 1.83060
H -1.09989 2.37722 0.34358
H -0.19560 -0.34190 -0.03216
H 0.74853 0.36423 3.03409
H 0.85500 -1.16300 2.19775
H 3.19678 0.73956 1.76505
H 2.92451 0.17486 3.38386
H 2.75010 -2.21506 2.00020
H 4.15668 -1.67766 2.84043
H 4.03544 -0.51976 0.10166
H 5.29206 -1.43032 0.90642
H 4.74315 -2.89118 -0.65713
H 1.79200 -1.66721 0.28629
H 2.76052 -2.47837 -2.93749
H 2.51133 -3.93250 -2.32000
H 1.13551 1.56372 -1.36751
H 2.50107 0.71850 -0.63018
H 3.68475 2.56604 -0.83269
C -3.69987 -0.48034 0.63186
O -2.66786 0.07607 0.25429
N -4.86924 0.13131 0.79557
C -6.05822 -0.58244 1.24431
C -4.96424 1.55538 0.51426
H -3.73330 -1.55532 0.86018
H -6.84574 -0.51170 0.49614
H -6.42015 -0.15315 2.17810
H -5.83168 -1.63231 1.40742
H -4.69953 1.75620 -0.52377
H -4.28369 2.11749 1.15436
H -5.98210 1.88634 0.69782
C 0.58081 6.21853 -4.55098
O 0.27648 6.24522 -5.72386
N 0.60034 5.09450 -3.80081
C 0.97145 5.09830 -2.40071
C 0.23155 3.84471 -4.43954
H 0.87292 7.12169 -3.98821
H 1.83606 4.46186 -2.23247
H 0.13883 4.73655 -1.78871
H 1.21478 6.11139 -2.08757
H 0.89782 3.62902 -5.27538
H -0.78519 3.89791 -4.82976
H 0.29510 3.03880 -3.71018
C 7.16623 -2.22689 2.85618
O 6.45852 -3.12448 3.27254
N 8.40096 -2.38161 2.35406
C 9.18887 -1.26323 1.87462
C 8.96099 -3.72482 2.30047
H 6.83211 -1.17115 2.86291
H 9.43599 -1.39247 0.81937
H 10.11655 -1.17679 2.44193
H 8.62430 -0.34014 1.99167
H 8.33452 -4.37343 1.68851
H 9.01328 -4.15367 3.30055
H 9.95926 -3.67777 1.87411
C -9.67146 -1.63707 0.70756
O -8.81944 -2.19708 1.37497
N -9.95202 -1.93509 -0.57246
C -10.98347 -1.24081 -1.31908
C -9.19808 -2.99726 -1.21823
H -10.30086 -0.82643 1.11161
H -11.75373 -1.93955 -1.64887
H -10.55806 -0.74982 -2.19612
H -11.44685 -0.48622 -0.68733
H -9.32843 -3.93666 -0.68150
H -8.13372 -2.75994 -1.22580
H -9.54887 -3.11307 -2.24020
*
```